P.
Here is 2 unconnected molecules or ions with the total composition C5H10O2 from OMol25. Energies are from ωB97M-V/def2-TZVPD.

CARTESIAN COORDINATES (ANGSTROEM)
C  2.179  0.777  -0.429
O  0.790  1.051  -0.442
C  0.027  0.079  -1.014
C  0.170  -1.670  1.368
O  0.833  -2.581  0.940
C  -1.280  -0.030  -0.781
C  -2.043  0.850  0.165
H  2.413  -0.058  0.246
H  2.545  0.532  -1.435
H  2.676  1.682  -0.075
H  0.556  -0.596  -1.690
H  -0.909  -1.776  1.596
H  0.602  -0.675  1.596
H  -1.815  -0.817  -1.307
H  -2.993  1.184  -0.266
H  -2.289  0.315  1.093
H  -1.461  1.734  0.436

Total charge: 0
Gap between HOMO and LUMO, Ha: 0.3565
M, g mol⁻¹: 102.13
E_LUMO, eV: 0.936
HOMO, Ha: -0.322

Q.
Here is 2 unconnected molecules or ions with the total composition C5H10O2 from OMol25. Energies are from ωB97M-V/def2-TZVPD.

CARTESIAN COORDINATES (ANGSTROEM)
C  1.124  -0.565  -0.519
C  -0.158  -0.590  0.240
C  -0.461  -0.658  1.524
C  -1.264  -0.112  -0.620
C  -2.588  0.099  0.075
H  3.525  2.192  0.973
H  3.970  0.856  0.125
H  1.419  0.467  -0.871
H  1.953  -0.825  0.136
H  1.138  -1.249  -1.394
H  -1.437  -0.556  1.954
H  0.321  -0.902  2.272
H  -2.549  0.654  1.014
H  -3.160  -0.871  0.209
H  -3.200  0.751  -0.602
O  3.377  1.211  0.822
O  -1.115  0.094  -1.824

Total charge: 0
Gap between HOMO and LUMO, Ha: 0.3711
M, g mol⁻¹: 102.13
E_LUMO, eV: 0.581
HOMO, Ha: -0.350

R.
Here is C5H10O2 in the gas phase from OMol25. Energies are from ωB97M-V/def2-TZVPD.

CARTESIAN COORDINATES (ANGSTROEM)
C  0.435  0.043  -2.126
C  0.700  0.746  -0.753
O  -0.408  1.494  -0.344
C  0.959  -0.179  0.539
C  -0.217  -0.210  1.830
C  -1.504  -0.780  1.276
O  -2.081  -0.310  0.314
H  1.313  -0.421  -2.602
H  -0.347  -0.715  -2.018
H  0.057  0.785  -2.850
H  1.538  1.456  -0.972
H  -1.114  0.815  -0.139
H  1.040  -1.217  0.219
H  1.869  0.178  1.024
H  -0.319  0.837  2.145
H  -0.019  -0.787  2.777
H  -1.901  -1.735  1.679

Total charge: 0
Gap between HOMO and LUMO, Ha: 0.3641
M, g mol⁻¹: 102.13
E_LUMO, eV: 0.457
HOMO, Ha: -0.347

What should be chosen as the most stable of them? Choose Q.

P.
Here is C5H10O2 in the gas phase from OMol25. Energies are from ωB97M-V/def2-TZVPD.

CARTESIAN COORDINATES (ANGSTROEM)
C  -1.185  -1.368  -0.964
C  -0.194  -0.701  -0.033
O  1.064  -0.547  -0.751
C  2.134  -0.961  -0.133
C  0.415  1.331  1.361
C  -0.603  0.708  0.404
O  -0.838  1.533  -0.722
H  -0.822  -2.354  -1.270
H  -1.352  -0.751  -1.850
H  -2.142  -1.497  -0.448
H  0.021  -1.321  0.843
H  2.938  -0.669  -0.856
H  0.810  0.587  2.063
H  -0.039  2.150  1.926
H  1.266  1.738  0.803
H  -1.575  0.620  0.904
H  -0.015  1.545  -1.232

Total charge: 0
Gap between HOMO and LUMO, Ha: 0.3490
M, g mol⁻¹: 102.13
E_LUMO, eV: 0.728
HOMO, Ha: -0.322

Q.
Here is 2 unconnected molecules or ions with the total composition C5H10O2 from OMol25. Energies are from ωB97M-V/def2-TZVPD.

CARTESIAN COORDINATES (ANGSTROEM)
O  -2.596  -0.938  1.236
C  -0.128  -1.027  1.580
C  0.113  -0.331  0.473
C  0.663  1.070  0.351
C  0.701  1.299  -1.160
C  0.798  -0.131  -1.691
O  0.059  -0.927  -0.768
H  -2.470  -1.789  0.799
H  -0.293  -2.097  1.540
H  -0.248  -0.540  2.541
H  -1.915  -0.392  0.804
H  1.675  1.023  0.764
H  0.116  1.840  0.903
H  1.546  1.916  -1.473
H  -0.224  1.770  -1.505
H  1.840  -0.480  -1.710
H  0.362  -0.267  -2.684

Total charge: 0
Gap between HOMO and LUMO, Ha: 0.3450
M, g mol⁻¹: 102.13
E_LUMO, eV: 0.886
HOMO, Ha: -0.312

What should be chosen as the most stable of them? Choose Q.